Entry 1:
# C20H41N2P3PbS

A structure of composition C20H41N2P3PbS at a distorted geometry (ωB97M-V/def2-TZVPD, the OMol25 dataset).

```
68
Properties=species:S:1:pos:R:3:nbo_charge:R:1
Pb -0.657 0.153 -0.694 1.093
P -1.693 -0.420 1.924 0.883
P 1.734 0.859 1.292 0.823
P 1.265 -2.324 -0.274 0.994
H -2.485 -0.751 -8.189 0.219
C -2.585 -1.814 -7.955 -0.114
C -3.659 -2.238 -7.306 -0.075
H -4.424 -1.515 -6.987 0.225
C -3.044 0.768 2.246 -0.942
C -0.895 -0.437 3.560 -0.936
C -2.589 -2.009 1.983 -0.940
C 3.183 1.501 0.364 -0.934
C 1.412 2.394 2.245 -0.928
C 2.655 -0.022 2.617 -0.926
C 0.766 -3.768 -1.265 -0.935
C 1.554 -3.378 1.284 -0.812
C 3.018 -2.224 -0.768 -0.939
H -1.801 -2.480 -8.318 0.251
H -3.845 -3.298 -7.111 0.248
H -3.560 1.048 1.322 0.260
H -2.647 1.670 2.725 0.265
H -3.751 0.264 2.930 0.284
H -0.442 0.534 3.798 0.259
H -0.143 -1.232 3.621 0.255
H -1.717 -0.649 4.266 0.291
H -3.227 -2.117 1.100 0.261
H -3.211 -1.965 2.899 0.282
H -1.886 -2.853 2.045 0.252
H 3.953 1.853 1.079 0.276
H 2.862 2.351 -0.248 0.258
H 3.613 0.720 -0.268 0.240
H 2.328 2.667 2.794 0.280
H 0.602 2.245 2.970 0.237
H 1.148 3.221 1.572 0.258
H 3.386 0.688 3.041 0.282
H 3.208 -0.893 2.235 0.240
H 1.970 -0.340 3.419 0.250
H 1.541 -4.541 -1.265 0.279
H 0.609 -3.413 -2.291 0.233
H -0.187 -4.161 -0.886 0.265
H 2.251 -4.194 1.007 0.299
H 0.617 -3.833 1.628 0.262
H 2.000 -2.814 2.119 0.263
H 3.380 -3.253 -0.916 0.290
H 3.643 -1.722 -0.017 0.270
H 3.068 -1.682 -1.716 0.256
C -1.559 -1.484 -3.945 -0.277
C -0.256 -1.408 -4.480 -0.134
C -0.081 -0.649 -5.632 -0.201
C -1.177 -0.061 -6.262 -0.095
C -2.450 -0.057 -5.638 -0.203
C -2.681 -0.822 -4.505 -0.181
S -1.841 -2.254 -2.492 0.185
H 0.375 -1.473 -1.464 0.029
H 0.556 -1.869 -3.882 0.233
H 0.910 -0.542 -6.079 0.274
H -1.077 0.304 -7.304 0.265
H -3.265 0.454 -6.142 0.259
H -3.658 -1.026 -4.033 0.272
N -1.811 3.135 -2.118 -0.323
C -2.166 4.424 -1.947 0.041
C -2.014 4.678 -0.583 -0.289
C -1.581 3.472 0.024 -0.003
N -1.459 2.516 -0.941 -0.460
H -1.775 2.588 -2.961 0.416
H -2.460 5.079 -2.764 0.278
H -2.198 5.583 -0.046 0.280
H -1.365 3.240 1.070 0.229
```

- spin multiplicity = 1
- net charge = +4
- ΔE to the lowest compared entry with this formula, charge and spin (kJ/mol) = 79.2
- strongest force on any atom (eV/Å) = 4.00
- electronic energy (eV) = -68288.8845
- HOMO-LUMO gap (alpha / beta) (eV) = 5.69 / 4.57


Entry 2:
# C23H47N2O3S

A cluster of 3 separate species, C23H47N2O3S in total at a distorted geometry (ωB97M-V/def2-TZVPD, the OMol25 dataset).

```
76
Properties=species:S:1:pos:R:3:mulliken_charge:R:1
C 5.362 1.781 -2.282 -0.843
C 5.036 1.251 -3.679 -0.146
C 6.243 0.845 -4.511 -0.579
O 6.850 1.886 -5.300 -0.290
C 6.802 3.163 -4.816 0.401
C 5.782 4.071 -5.440 -1.236
S 8.388 3.923 -4.617 -0.257
H 5.619 2.841 -2.301 0.263
H 4.521 1.613 -1.611 0.148
H 6.219 1.241 -1.872 0.345
H 4.402 1.953 -4.221 0.096
H 4.431 0.350 -3.561 0.371
H 7.008 0.403 -3.862 0.271
H 5.956 0.078 -5.230 0.304
H 6.237 4.692 -6.219 0.433
H 5.015 3.462 -5.914 0.313
H 5.301 4.710 -4.699 0.286
H 8.769 3.292 -3.497 0.106
C -1.784 0.774 -0.261 -1.670
C -0.284 0.524 -0.397 1.893
C 0.322 0.298 0.988 -1.156
C 0.356 1.573 1.826 -0.297
C 1.075 2.707 1.092 -1.406
C 0.582 2.955 -0.342 1.883
N 0.453 1.650 -1.074 0.464
O 1.573 1.274 -1.583 -0.566
C -0.741 3.731 -0.343 -1.830
C 1.591 3.825 -1.086 -1.718
C -0.144 -0.741 -1.237 -1.813
H -2.235 -0.179 0.041 0.379
H -2.047 1.485 0.517 0.190
H -2.242 1.095 -1.199 0.319
H 1.343 -0.082 0.871 0.451
H -0.264 -0.483 1.482 0.104
H -0.658 1.877 2.100 0.216
H 0.874 1.373 2.766 0.431
H 0.975 3.643 1.650 0.407
H 2.145 2.477 1.053 0.339
H -1.116 3.835 -1.362 0.374
H -0.563 4.730 0.059 0.469
H -1.517 3.275 0.260 0.386
H 2.594 3.408 -1.049 0.215
H 1.608 4.813 -0.619 0.400
H 1.308 3.941 -2.133 0.450
H -0.560 -0.587 -2.236 0.438
H -0.705 -1.533 -0.736 0.288
H 0.894 -1.049 -1.340 0.370
C -3.977 -2.371 4.587 -2.082
C -3.799 -1.984 3.107 2.035
C -5.167 -1.992 2.411 -1.349
C -5.705 -3.406 2.212 -0.507
C -4.675 -4.269 1.483 -1.266
C -3.264 -4.215 2.099 1.854
N -2.804 -2.840 2.421 -0.069
O -2.481 -2.214 1.186 -0.590
C -3.197 -5.133 3.333 -1.714
C -2.278 -4.811 1.094 -2.119
C -3.251 -0.564 3.118 -1.836
H -4.491 -1.560 5.111 0.475
H -4.576 -3.265 4.744 0.353
H -3.001 -2.521 5.052 0.383
H -5.055 -1.517 1.432 0.321
H -5.879 -1.389 2.987 0.395
H -5.978 -3.859 3.172 0.308
H -6.627 -3.368 1.624 0.379
H -5.013 -5.311 1.452 0.373
H -4.609 -3.927 0.447 0.376
H -2.208 -5.057 3.788 0.389
H -3.359 -6.171 3.028 0.448
H -3.940 -4.911 4.096 0.297
H -2.331 -4.288 0.145 0.339
H -2.515 -5.872 0.940 0.430
H -1.258 -4.728 1.473 0.443
H -2.268 -0.539 3.598 0.454
H -3.920 0.102 3.677 0.491
H -3.144 -0.181 2.108 -0.007
```

- spin multiplicity = 3
- net charge = -1
- expectation value of S² = 2.0077
- ΔE to the lowest compared entry with this formula, charge and spin (kJ/mol) = 0.0
- strongest force on any atom (eV/Å) = 1.14
- electronic energy (eV) = -44567.2136
- HOMO-LUMO gap (alpha / beta) (eV) = 4.22 / 3.87


Entry 3:
# C16H42N3O7

A cluster of 5 separate species, C16H42N3O7 in total at a distorted geometry (ωB97M-V/def2-TZVPD, the OMol25 dataset).

```
68
Properties=species:S:1:pos:R:3:nbo_charge:R:1
C -1.824 -1.932 0.837 -0.654
C -2.310 -1.873 -0.589 -0.065
C -2.784 -0.554 -1.121 -0.086
O -3.162 -0.801 -2.476 -0.556
C -3.647 0.365 -3.098 -0.247
N -1.186 -2.355 -1.439 -0.715
H -0.381 -1.701 -1.340 0.487
H -1.007 -3.343 -1.220 0.479
H -1.490 -2.275 -2.413 0.422
H -2.582 -1.806 1.606 0.207
H -1.088 -1.126 0.935 0.210
H -1.253 -2.848 1.015 0.300
H -3.065 -2.643 -0.774 0.218
H -1.925 0.125 -1.213 0.189
H -3.618 -0.123 -0.567 0.188
H -4.529 0.723 -2.554 0.172
H -4.001 0.071 -4.084 0.204
H -2.888 1.151 -3.156 0.158
C 3.528 3.323 -5.308 -0.640
C 2.457 3.531 -4.266 -0.082
C 2.663 4.821 -3.494 -0.090
O 1.585 5.021 -2.612 -0.557
C 1.765 4.304 -1.390 -0.267
N 1.125 3.667 -4.952 -0.678
H 0.408 3.977 -4.281 0.460
H 1.170 4.487 -5.573 0.428
H 0.849 2.881 -5.539 0.446
H 3.337 2.450 -5.937 0.233
H 4.484 3.157 -4.817 0.263
H 3.608 4.183 -5.977 0.218
H 2.376 2.712 -3.553 0.254
H 2.754 5.705 -4.131 0.199
H 3.589 4.707 -2.922 0.213
H 1.064 4.702 -0.664 0.206
H 2.762 4.481 -0.979 0.187
H 1.637 3.240 -1.589 0.201
C -1.359 0.797 3.567 -0.663
C -1.766 -0.270 4.521 -0.021
C -0.763 -1.391 4.760 -0.060
O -0.590 -2.071 3.587 -0.525
C 0.504 -2.997 3.655 -0.259
N -2.080 0.373 5.890 -0.683
H -2.535 -0.253 6.558 0.445
H -1.334 0.907 6.349 0.439
H -2.779 1.092 5.671 0.436
H -1.011 0.367 2.629 0.287
H -0.441 1.285 3.919 0.230
H -2.142 1.535 3.399 0.222
H -2.758 -0.687 4.331 0.216
H -1.159 -2.005 5.600 0.159
H 0.110 -0.950 5.286 0.166
H 0.582 -3.531 2.714 0.251
H 0.344 -3.681 4.492 0.179
H 1.424 -2.433 3.834 0.175
C 1.758 -4.540 0.551 -0.735
C 0.561 -5.464 0.322 0.752
O -0.614 -4.976 0.442 -0.868
O 0.823 -6.650 0.079 -0.717
H 2.392 -4.513 -0.334 0.223
H 2.313 -4.846 1.438 0.210
H 1.436 -3.509 0.752 0.172
C 1.459 -0.494 1.396 -0.718
C 1.599 0.021 -0.032 0.777
O 0.934 -0.600 -0.923 -0.857
O 2.378 0.961 -0.227 -0.744
H 0.451 -0.355 1.799 0.172
H 2.110 0.018 2.112 0.205
H 1.730 -1.547 1.497 0.227
```

- spin multiplicity = 1
- net charge = +1
- ΔE to the lowest compared entry with this formula, charge and spin (kJ/mol) = 2.1
- strongest force on any atom (eV/Å) = 1.75
- electronic energy (eV) = -36066.1337
- HOMO-LUMO gap (eV) = 4.88


Question: The lowest strongest force on any atom belongs to which entry?
Answer: C23H47N2O3S


Question: What is the strongest force on any atom in the first record?
Answer: 4.00 eV/Å


Question: The highest spin multiplicity belongs to which entry?
Answer: C23H47N2O3S